A cluster of 2 separate species, C3H7BrN3 in total. Source: the Open Molecules 2025 dataset; level of theory: the ωB97M-V functional and the def2-TZVPD basis.

Values from the calculation:
Highest occupied orbital energy (spin up / spin down) (eV): -14.013 / -14.043
Maximum force (eV Å⁻¹): 5.34
Total charge: +1
E_LUMO (spin up / spin down) (eV): -6.74 / -6.73
E (eV): -77723.81648
ΔE to the lowest compared entry with this formula, charge and spin (eV): 6.268

Positions of all 14 atoms, in Å:
1 C 1.7730 -0.2957 0.2242
2 C -1.4399 0.2487 -0.9150
3 C -0.9055 1.0498 0.2762
4 N 1.1651 -2.4352 -0.3714
5 N 1.7092 -1.4432 -0.1118
6 N 0.0404 0.4293 1.1134
7 Br 3.1219 1.0243 0.1538
8 H -0.7583 0.6659 -1.7872
9 H -1.3914 -0.8250 -0.5752
10 H -2.4052 0.6290 -1.2065
11 H -1.7420 0.9428 1.0768
12 H -0.8662 2.1413 0.0649
13 H 1.2253 -3.2506 0.2742
14 H 0.4737 1.1186 1.7837

Cartesian forces, eV/Å:
C -0.243 5.160 1.343
C 2.552 0.998 -0.354
C -1.931 0.686 0.448
N -1.501 -4.117 -1.728
N 0.137 1.063 1.338
N 1.827 -1.131 0.138
Br -0.587 -1.113 -0.158
H -1.041 -1.873 1.332
H -0.174 0.944 -1.292
H -0.531 -0.331 0.223
H 0.786 0.298 -0.508
H 0.537 -0.619 0.173
H 0.331 0.719 0.046
H -0.164 -0.684 -1.000